Record 1
C16H21N3O5S | ωB97M-V with the def2-TZVPD basis set

The value obtained for the HOMO energy is -0.267 Eh. The frontier orbital gap comes out at 0.2857 hartree.

Geometry as ORCA input:
```
! wB97M-V def2-TZVPD RIJCOSX def2/J DEFGRID3
* xyz 0 1
C 1.2165 1.2762 -0.7975
H 0.5273 -3.8600 -1.8987
C -3.5843 -0.5912 1.8084
C 4.5124 -2.2418 0.3079
H -2.5758 -2.4135 -2.6003
C -3.0783 0.4901 1.0792
O 0.8095 -1.9311 -1.5444
C 2.2747 1.5233 0.2502
C 2.3763 -1.0008 0.0509
H 2.1763 -3.3587 -1.6814
H 0.0781 0.3934 -2.0745
O -2.6456 -2.2731 0.7597
C 1.4192 -1.0943 -0.9382
H -1.7509 -1.3872 -1.5971
H 2.5344 2.2968 0.6647
O 3.0178 -2.0107 -0.0215
S -1.2578 0.8320 0.7202
O 1.0848 3.8261 -1.5009
H 4.7249 1.8807 1.3077
H -2.1428 -3.6883 -0.5101
H -1.1887 3.8184 -1.3950
C 4.3572 1.4163 2.0160
N -3.7902 1.1713 0.3792
H -2.8930 -0.6336 3.0107
C -2.5901 -1.8746 -1.5300
H -4.5338 0.0478 2.4187
C -1.7551 2.0127 -0.4567
H 1.2074 -3.4929 -0.3716
H -4.7434 -1.3295 0.4654
C 0.7331 0.2324 -1.2019
N -2.9961 2.1138 -0.6824
C 0.5104 2.9521 -1.0289
N -0.7721 2.7466 -1.0204
H -3.4258 -1.2164 -1.5208
H 4.8185 -1.8226 1.2799
C 1.2282 -3.3120 -1.5653
H 3.5355 1.7722 2.5296
H 4.9293 -1.8205 -0.4316
H -4.4495 -2.4439 2.0600
H 4.5914 -3.3469 0.2388
C 2.8521 0.2172 0.4105
C -2.7011 -2.9211 -0.5187
H 5.1782 1.0212 2.7494
C -3.9216 -1.7389 1.1883
O 3.9017 0.0919 1.5264
H -3.9470 -3.3653 -0.4265
*
```

---

Record 2
C16H21N7O | ωB97M-V with the def2-TZVPD basis set

The value obtained for the HOMO energy is -0.320 Eh. The frontier orbital gap comes out at 0.3214 hartree. The SMILES is CC(C)n1c(Nc2cncc(C(C)(C)CO)n2)nc2cncnc21.

Geometry as ORCA input:
```
! wB97M-V def2-TZVPD RIJCOSX def2/J DEFGRID3
* xyz 0 1
C -0.6477 1.1449 -1.9175
H -0.6069 2.3317 -0.1517
H -2.0789 -2.3835 -0.0254
H -2.4723 -0.5749 -0.3185
C -0.4194 -2.5569 -2.4254
N 3.0666 -0.0858 0.2173
H 1.8989 -0.1059 5.5569
C 0.8915 1.0055 -0.0308
H 0.4179 -2.3113 -3.1255
C 2.2414 0.0590 4.5229
N -0.9175 2.0698 -2.7697
C -1.3558 1.2514 -3.8749
H -1.3178 -2.8267 -2.9582
H -2.3010 -1.1199 -6.5231
C 2.1385 0.5662 -0.5497
N 0.6891 0.9820 1.2400
H -0.8788 -0.1731 3.1786
H -0.2523 2.0023 3.6299
H -1.1403 -1.1295 5.2753
C -0.7929 -1.3690 -1.4772
C 2.8786 -0.0549 1.5214
H 1.3419 2.6448 3.1990
C -1.2944 -0.0585 -3.6185
H -2.9114 -1.6234 -1.5556
H 0.3317 -1.4245 3.4558
H -0.1853 -3.4317 -1.7492
O -0.4241 -0.4355 5.2318
C 0.8177 1.9351 3.8799
C -2.1787 -1.5294 -0.7944
H 3.1724 0.7000 4.4906
C -1.7075 1.7537 -5.1398
C -2.0304 -0.4517 -5.7313
H 2.3606 0.8188 -1.5914
N -2.0238 0.8938 -6.1158
N -0.1962 1.5426 -0.6331
H -0.0531 -1.3166 -0.6806
N -1.7830 -0.9298 -4.5454
C 1.1986 0.5140 3.4931
H -1.8068 2.7966 -5.3874
H 3.6710 -0.2795 2.2296
H 2.6966 -0.8291 4.1625
H 1.0603 2.0563 4.9104
C 0.0301 -0.4122 3.8087
N -0.7925 -0.1439 -2.3685
C 1.6652 0.4889 2.0549
*
```

---

Record 3
C16H22AgN5O3PS2 | ωB97M-V with the def2-TZVPD basis set

The value obtained for the HOMO energy is -0.149 Eh. The frontier orbital gap comes out at 0.2598 hartree.

Geometry as ORCA input:
```
! wB97M-V def2-TZVPD RIJCOSX def2/J DEFGRID3
* xyz -1 1
H -1.3275 1.2284 -5.4964
N -1.0399 2.9322 1.0047
P 0.7903 -2.3625 -1.0455
H 2.2578 -4.3713 0.5874
C 2.9062 -0.9209 -0.3030
C -3.1372 4.0513 0.7554
H 1.1260 1.0928 -4.9828
H 2.1249 -0.1951 -0.0607
N 2.9338 -1.2244 3.3549
H -3.7749 4.6931 0.1627
H 1.8058 0.6150 -2.6429
Ag -0.4247 -0.3092 0.4885
C 0.3816 0.9535 -4.2103
H -2.9553 0.8973 -3.6372
C 1.6993 -4.7714 -0.2600
S 0.6530 -2.0167 2.2000
C -0.4610 1.6164 2.9171
H 1.2672 -5.7328 0.0177
H -0.9657 -3.2540 -2.8462
C -0.9858 1.0319 -4.4860
H -4.5546 3.7564 2.3425
C -1.8888 0.8521 -3.4658
H 2.3695 -4.9020 -1.1129
H 3.4898 -1.1053 0.5987
H 0.3466 2.2131 4.7956
C -0.1489 -2.8601 -3.4583
O 1.0061 -2.5826 -2.6853
H 3.3251 -0.5618 4.0101
N 1.4617 0.4555 2.9213
C -0.4508 1.5644 4.4207
C 1.7002 -0.8099 2.8487
H 2.9234 -2.1725 3.6921
H 0.1127 -3.6079 -4.2095
N -0.1020 0.5185 -1.9012
H -0.4967 -1.9547 -3.9647
O 0.6163 -3.9120 -0.5784
C -1.4286 0.5914 -2.1529
H -1.3955 1.8878 4.8494
H -0.2261 0.5508 4.7492
C -3.5606 3.5395 1.9704
N 0.4314 0.9985 2.2288
H -1.5008 4.0430 -0.6452
C -2.7081 2.7290 2.6972
C -1.8701 3.6955 0.3149
C 0.7552 0.6956 -2.9070
C -1.4349 2.4504 2.1901
H -3.0437 2.2842 3.6229
H 3.5561 -0.5091 -1.0783
O 2.3661 -2.1535 -0.7557
S -2.5236 0.3521 -0.8544
*
```

---

Record 4
C16H22AsF6N7O2V | ωB97M-V with the def2-TZVPD basis set

As for the expectation value of S²: 3.831. The value obtained for the HOMO energy (spin up / spin down) is -0.540 / -0.557 Eh. The frontier orbital gap (spin up / spin down) comes out at 0.2528 / 0.2168 hartree.

Geometry as ORCA input:
```
! wB97M-V def2-TZVPD RIJCOSX def2/J DEFGRID3
* xyz 2 4
H 5.3162 1.3578 2.8809
N 1.2462 1.2747 0.6468
H 3.3613 1.3096 0.5801
C 2.9582 -2.3249 -1.4113
H 0.7867 -2.7639 -1.7390
C 0.9830 4.5979 3.1907
H 4.6700 2.3565 1.5701
H -0.4627 -2.2184 1.8496
N -1.7125 -0.1091 -1.7150
H -4.4968 -0.7874 0.7865
N -2.0936 -1.0619 1.6566
H 4.6139 -1.0754 -0.6497
C 2.0287 3.7011 3.3241
H 0.9346 5.4782 3.8136
C 2.1024 2.5436 2.5681
N 1.2836 -1.0508 -0.6047
H 3.0065 0.5779 2.5786
C 3.5615 -1.2712 -0.7439
N -3.7629 -0.5254 0.1427
N -1.4807 -0.4500 -0.4344
H 2.7866 3.8814 4.0713
F -0.0577 1.9590 -1.8406
C -1.1962 3.0219 0.5802
C 2.5065 -0.4676 -0.2558
O -2.6635 0.5596 -1.9992
C -0.0486 4.3036 2.3048
F 2.2792 2.5066 -1.6559
H -0.8936 4.9722 2.2416
H -4.0430 -0.1408 -0.7585
H -2.1129 3.0952 1.1733
H -0.2354 4.2797 -0.9189
C 2.4458 0.7607 0.3872
C -0.0251 3.1799 1.5003
H -1.1794 2.0238 0.1130
C -2.4824 -0.6510 0.4463
C 4.5716 2.1060 2.6242
C 1.5612 -2.1451 -1.3062
C 3.1704 1.5792 2.9822
V 0.1133 0.3542 -0.8867
F 0.9949 3.8041 -3.3001
H -1.9143 3.8574 -1.2897
N -0.7295 -1.2349 1.9107
C 1.1158 2.3070 1.5304
As 1.4259 2.1588 -3.2100
F 2.7683 2.1719 -4.2074
H 3.1371 1.4943 4.0719
C -1.2255 4.1217 -0.4894
H -1.5552 5.0662 -0.0638
H -2.7883 -1.3387 2.3495
F 0.2102 1.6275 -4.2742
H 4.7981 3.0063 3.1870
H 3.4500 -3.1164 -1.9443
H -0.5003 -0.8934 2.8402
F 1.7513 0.4304 -2.7457
O -0.8670 -0.5351 -2.4697
*
```

---

Record 5
C16H22BF4GeNPdSe | ωB97M-V with the def2-TZVPD basis set

The value obtained for the HOMO energy is -0.338 Eh. The frontier orbital gap comes out at 0.3128 hartree.

Geometry as ORCA input:
```
! wB97M-V def2-TZVPD RIJCOSX def2/J DEFGRID3
* xyz 0 1
H 2.3990 2.4239 -3.1368
H -0.8198 -3.6293 2.0375
C 2.4489 1.3476 -3.0376
H -2.4520 -3.1350 1.5723
H 0.0340 2.5619 -3.5330
C -0.6732 -1.4356 3.9366
C -1.3718 -1.7009 2.7559
H -2.1191 -3.6563 3.2304
C 2.3455 0.7280 -1.8003
H -1.9050 -0.6342 -2.2739
H -0.3914 1.9339 3.7518
C -2.8163 1.9547 -0.6443
H -0.2243 -0.4043 -2.7768
C -0.6347 0.9203 3.4604
H 0.0989 2.9987 0.4603
Ge -1.0542 1.5918 -1.4196
C -1.7169 -3.1107 2.3762
H -1.7694 1.5199 1.7327
H 2.6917 0.9833 -5.1407
F 3.0960 -2.3457 1.0353
F 1.7901 -0.9974 2.3703
H -2.8324 2.8965 -0.0946
H 2.4140 -1.1688 -0.7638
N 2.7129 -0.7843 -4.0922
H -3.1498 1.1556 0.0167
B 1.8542 -2.2699 1.6360
H -2.2647 -0.8140 1.0260
C -0.9250 -0.2793 -1.9520
F 1.6088 -3.2897 2.5288
C 2.4634 -0.6456 -1.7081
H -0.3892 -2.2630 4.5748
H -0.5871 -0.8973 -1.1180
C -1.7055 -0.6317 1.9369
H -1.7151 2.7965 -3.5485
C 2.6205 0.5424 -4.1527
H 2.7351 -2.4317 -2.8620
H 0.2654 0.0243 5.1887
C 2.6454 -1.3522 -2.8925
H -3.5373 2.0279 -1.4602
Pd 0.7371 0.5870 1.2847
C -1.3598 0.6858 2.2847
Se 2.1510 1.8305 -0.2338
C -0.8243 2.8272 -2.9196
C 0.2828 2.0323 -0.0138
F 0.8412 -2.1915 0.6527
H -0.6979 3.8483 -2.5581
C -0.2997 -0.1504 4.2834
*
```

---

Record 6
C16H22BrN2O6PSi | ωB97M-V with the def2-TZVPD basis set

The value obtained for the HOMO energy is -0.324 Eh. The frontier orbital gap comes out at 0.2975 hartree. The SMILES is O=[N+]([O-])c1ccccc1.O=[N+]([O-])c1ccccc1.CCCCO[SiH2]P(O)Br.

Geometry as ORCA input:
```
! wB97M-V def2-TZVPD RIJCOSX def2/J DEFGRID3
* xyz 0 1
C -2.6868 6.2303 0.1835
H -0.9665 6.3768 3.6447
H -1.0607 0.2767 1.5667
C 2.1017 -3.2761 -3.1163
C 1.3145 -1.9960 -2.8176
H -3.1681 6.1837 -0.7839
C -0.0425 -2.1492 -2.1043
O -0.2210 -3.4265 -1.4785
H 0.6408 1.8694 2.3470
H -1.5291 8.4819 2.4390
H -1.1069 -4.3918 -3.6958
H -2.6315 8.3720 0.2304
Br -3.4537 -2.7178 -0.8464
H 3.6452 -4.3270 -1.9919
O -0.9050 4.0027 3.8957
C 2.5955 -4.0533 -1.8852
H 1.5205 -3.9221 -3.7810
C -1.4468 6.3589 2.6780
H -0.1455 -1.3964 -1.3171
H -0.8592 -1.9749 -2.8111
H 1.9569 -1.3166 -2.2523
C -0.0370 -0.0525 1.6867
P -3.2445 -4.8218 -1.5365
H -0.4321 -2.0743 1.0623
C -2.3837 7.4589 0.7555
H 2.4941 -3.4593 -0.9799
O 4.7606 -0.5004 2.5894
C 1.6228 -1.7906 1.5706
C 0.3128 -1.3677 1.4086
H -4.5784 -5.4242 -3.1682
O 4.2223 -2.4649 1.8976
H -2.5967 4.0864 0.4304
H 1.1134 -1.4968 -3.7697
N 3.9568 -1.3140 2.1809
C 0.9224 0.8505 2.1254
C -1.7603 5.1490 2.0857
H 3.0040 1.1227 2.6353
C -2.3743 5.0559 0.8499
C 2.2371 0.4438 2.2937
H 2.9703 -2.9680 -3.7019
Si -1.0582 -4.6236 -2.2336
H -0.4105 -5.9241 -1.9524
C -1.7650 7.5234 1.9972
O -3.9243 -4.7186 -3.0525
H 2.0322 -4.9703 -1.7155
C 2.5584 -0.8716 2.0102
H 1.9202 -2.8065 1.3629
N -1.4263 3.9047 2.8049
O -1.6875 2.8493 2.2594
*
```

---

Record 7
C16H22ClIN4O4P | ωB97M-V with the def2-TZVPD basis set

The value obtained for the HOMO energy is -0.405 Eh. The frontier orbital gap comes out at 0.2754 hartree.

Geometry as ORCA input:
```
! wB97M-V def2-TZVPD RIJCOSX def2/J DEFGRID3
* xyz 1 1
O 0.0668 -3.6462 -1.7679
N 2.0985 2.3101 0.4462
C -0.1660 -0.1301 -1.0687
H -2.2077 -5.7635 -2.6076
P -2.7762 -0.8207 -0.8781
C -1.3371 0.1559 -0.4077
C 4.3997 2.8972 0.0512
C -1.6791 -4.9712 0.3967
C -0.2272 1.8465 0.8686
C -1.3271 -5.2159 -2.9475
O 2.8511 4.7485 -1.5373
H -3.5140 1.0555 0.8753
H -1.6441 -4.4047 -3.5957
H -0.6759 -5.8960 -3.5004
H -2.6222 -5.1112 -0.1229
C 0.9788 1.5771 0.1698
O 3.1474 6.3382 -0.0681
C 3.1736 2.0563 -0.2393
Cl -0.1690 3.0755 2.0677
H -2.8216 2.5635 1.3689
N -2.5637 0.9647 2.7448
C -1.3944 1.1601 0.6031
H -0.6154 -6.4364 -0.6801
H 0.3387 -5.1849 -0.0722
N 2.1465 0.2721 -1.5042
O -2.9392 -2.1051 -0.1448
H -2.6702 2.9438 3.5013
C 3.3115 5.2009 -0.3491
C -2.6566 1.4917 1.3750
H 4.9050 4.7753 0.9337
C 3.1647 1.0063 -1.2169
N -0.5527 -5.4320 -0.5075
C -2.8802 1.9288 3.8099
H -2.2486 1.7196 4.6705
C -0.5683 -4.6430 -1.8032
H -1.5217 -3.9209 0.6297
H -1.6516 -5.5763 1.2984
C 1.0105 0.5803 -0.7997
H 5.0200 2.3659 0.7645
H -0.1328 -0.9120 -1.8132
H -3.8834 0.0308 -0.7683
H -2.6190 -1.0060 -2.2656
H 3.3180 3.9562 -1.8258
C 4.0020 4.2644 0.6155
H -3.9148 1.8655 4.1477
H 4.9354 3.0765 -0.8760
H 3.3712 4.1740 1.4920
H -3.2016 0.1881 2.8333
I 4.9421 0.5869 -2.2964
*
```

---

Record 8
C16H22ClNO4S | ωB97M-V with the def2-TZVPD basis set

The value obtained for the HOMO energy is -0.336 Eh. The frontier orbital gap comes out at 0.3614 hartree. The SMILES is CCCCS(=O)(=O)N1CCC(C(=O)Oc2ccc(Cl)cc2)CC1.

Geometry as ORCA input:
```
! wB97M-V def2-TZVPD RIJCOSX def2/J DEFGRID3
* xyz 0 1
O -3.2673 0.3094 -1.7927
H -0.4042 0.4849 1.7860
N -1.6338 0.2981 0.1370
H 4.2867 1.7524 1.4478
H 3.8113 -0.2604 -2.2889
H 0.1605 -0.5453 -0.4451
C 0.5235 2.2076 -0.2661
C 1.7659 1.5380 0.2957
C 4.4120 -0.0529 -1.4174
H -0.0889 2.9013 1.6883
C -0.6331 0.0695 -0.8840
C 5.9216 0.5189 0.8380
H 0.8496 3.1780 -0.6582
H -0.8834 1.9452 -1.8757
H -4.3123 -1.6732 -0.9259
H -1.1204 -0.4860 -1.6856
H -3.1889 -2.4995 1.7900
C -4.2844 -0.2122 0.6084
H -2.2153 -1.9811 0.4126
C 4.6702 1.0902 0.6892
O 2.6729 1.3657 -0.6844
C 3.9144 0.7987 -0.4376
S -3.1502 0.7570 -0.4348
H -5.2575 -2.1210 0.4992
C 6.4122 -0.3314 -0.1396
Cl 7.9754 -1.0392 0.0492
C 5.6634 -0.6183 -1.2714
C -0.5346 2.4169 0.8188
O -3.4062 2.1476 -0.1675
H -3.0944 -3.8900 -0.9287
H 6.5151 0.7378 1.7113
H -1.3299 3.0494 0.4235
H -5.2449 0.2822 0.4848
H 6.0561 -1.2789 -2.0278
C -3.1620 -3.8973 0.1564
O 1.9324 1.2102 1.4386
C -4.3236 -1.6610 0.1657
H -4.0824 -4.4042 0.4384
H 0.6938 1.1869 -2.1750
H -3.9420 -0.0920 1.6316
C -1.1480 1.0836 1.2528
H -1.9948 1.2704 1.9139
H -2.3232 -4.4662 0.5497
C -3.1447 -2.4729 0.6985
C -0.0665 1.3833 -1.4188
*
```

---

| no. | total energy (Ha) |
| --- | --- |
| 1 | -1560.264591 |
| 2 | -1080.770018 |
| 3 | -2407.210812 |
| 4 | -4935.030846 |
| 5 | -5708.406800 |
| 6 | -4388.568280 |
| 7 | -2241.883400 |
| 8 | -1836.997345 |